1.
2 unconnected molecules or ions with the total composition C3H9O3, computed with the ωB97M-V functional and the def2-TZVPD basis.

Each line ends with the Mulliken charge.
Atoms and positions in Å:
C: -0.921 -0.230 -0.240  -0.264
O: -0.113 -1.106 0.468  -1.020
C: -0.503 1.291 -0.177  -0.551
C: 0.553 1.545 0.861  -0.458
O: 1.743 0.831 0.518  -0.591
H: -0.978 -0.555 -1.299  0.242
H: -1.951 -0.251 0.178  0.181
H: -1.372 1.879 0.113  0.315
H: -0.234 1.619 -1.178  0.271
H: 0.897 2.583 0.854  0.331
H: 0.149 1.219 1.829  0.242
H: 1.479 -0.109 0.638  0.361
H: -0.018 -3.516 -1.146  0.256
H: 0.486 -2.185 -0.431  0.434
O: 0.783 -3.015 -0.987  -0.749

The value obtained for the LUMO energy is 4.291 eV. The total charge is -1. Its energy relative to the best compared isomer or geometry (same formula, charge and spin) is 0.0 kJ/mol. As for the HOMO energy: -3.6 eV. As for the multiplicity: 1.

=====

2.
A molecular structure, C28H35F3MnN5OSSe, computed with the ωB97M-V functional and the def2-TZVPD basis.

Each line ends with the Löwdin spin population.
Atoms and positions in Å:
Mn: -1.169 -0.397 0.100  1.015
F: -4.199 -2.439 4.158  0.000
C: -2.898 -2.608 4.428  0.000
F: -2.836 -3.622 5.332  0.000
F: -2.489 -1.511 5.091  0.000
C: -2.066 -2.904 3.220  0.000
C: -1.317 -4.060 3.176  -0.005
C: -0.510 -4.327 2.075  0.001
C: -0.478 -3.386 1.062  -0.003
N: -1.199 -2.274 1.085  -0.002
C: -2.027 -2.003 2.125  -0.005
S: -2.851 -0.517 1.982  0.003
H: -1.354 -4.755 4.005  0.000
H: 0.084 -5.228 2.012  0.000
H: 0.157 -3.515 0.193  0.000
C: -1.642 -0.705 -4.347  0.000
N: -2.584 0.179 -3.690  -0.001
C: -2.748 1.520 -3.967  0.000
C: -3.635 2.002 -3.074  0.000
N: -4.008 0.953 -2.265  -0.001
C: -4.796 1.052 -1.053  0.000
C: -3.354 -0.170 -2.635  -0.003
Se: -3.484 -1.820 -1.834  -0.010
H: -1.371 -0.264 -5.304  0.000
H: -2.111 -1.676 -4.498  0.000
H: -0.757 -0.839 -3.726  0.000
H: -2.203 2.008 -4.755  0.000
H: -4.011 2.997 -2.922  0.000
H: -5.193 2.064 -0.990  0.000
H: -4.151 0.842 -0.201  0.000
H: -5.608 0.328 -1.080  0.000
C: -1.450 2.603 -0.807  0.002
O: -1.787 1.311 -0.528  0.037
H: -0.948 2.738 -1.787  0.001
H: -0.769 3.065 -0.061  0.001
H: -2.341 3.260 -0.829  0.000
C: 1.135 3.176 2.516  0.000
C: 1.423 1.961 3.394  0.000
N: 2.127 0.883 2.721  -0.004
C: 3.572 0.825 2.871  0.000
C: 4.340 1.729 1.911  0.000
C: 1.458 0.081 1.826  -0.008
C: 2.246 -1.001 1.148  -0.001
N: 0.206 0.185 1.568  0.000
H: 0.587 3.930 3.084  0.000
H: 0.533 2.906 1.648  0.000
H: 2.060 3.624 2.151  0.000
H: 0.490 1.570 3.811  0.000
H: 2.032 2.259 4.249  0.000
H: 3.901 -0.205 2.750  0.000
H: 3.804 1.097 3.904  0.000
H: 4.039 1.542 0.878  0.000
H: 5.414 1.551 1.997  0.000
H: 4.156 2.783 2.125  0.000
H: 2.582 -1.735 1.884  0.000
H: 3.118 -0.607 0.623  0.000
H: 1.601 -1.485 0.422  0.000
H: -0.264 0.915 2.095  0.001
C: 3.473 1.659 -2.498  0.001
C: 2.471 2.116 -1.613  -0.001
C: 1.434 1.292 -1.272  0.000
C: 1.320 -0.035 -1.770  -0.001
C: 0.224 -0.876 -1.349  -0.005
C: 0.230 -2.139 -1.927  -0.004
C: 1.214 -2.592 -2.833  0.000
C: 2.253 -1.785 -3.205  -0.005
C: 2.328 -0.476 -2.672  0.000
C: 3.395 0.397 -3.015  -0.001
H: 4.294 2.313 -2.772  0.000
H: 2.518 3.124 -1.215  0.000
H: 0.649 1.624 -0.608  0.000
H: -0.577 -2.827 -1.693  0.000
H: 1.142 -3.599 -3.235  0.000
H: 3.020 -2.126 -3.893  0.000
H: 4.155 0.038 -3.702  0.000

The value obtained for the LUMO energy (spin up / spin down) is 2.720 / 2.721 eV. The total charge is -1. Its energy relative to the best compared isomer or geometry (same formula, charge and spin) is 4.2 kJ/mol. As for the HOMO energy (spin up / spin down): -3.8 / -3.2 eV. As for the multiplicity: 2.